Record 1
This record from OMol25 describes C16H22AlINO9 as an isolated structure at a distorted geometry. The level of theory is ωB97M-V/def2-TZVPD.

```
50
Properties=species:S:1:pos:R:3:nbo_charge:R:1
C 4.856 -2.169 2.097 -0.243
O 4.520 -0.815 1.931 -0.549
C 3.219 -0.635 1.381 -0.061
C 2.677 0.709 1.846 -0.415
C 1.605 1.269 0.926 -0.390
C 0.297 0.460 0.963 -0.397
C -0.658 0.839 2.111 -0.396
C -2.124 1.053 1.662 -1.014
Al -3.382 -0.400 2.180 1.931
N -4.702 0.324 3.338 -0.930
C -4.376 0.598 4.464 0.790
O -4.063 0.844 5.579 -0.607
O -4.271 -1.363 0.932 -0.930
C -3.886 -2.693 1.084 -0.118
C -2.446 -2.623 1.676 0.500
O -1.602 -1.996 0.736 -0.742
I -1.559 -4.618 2.035 -0.145
O -2.501 -1.893 2.787 -0.900
H 5.869 -2.206 2.491 0.181
H 4.807 -2.721 1.153 0.159
H 4.208 -2.664 2.827 0.166
H 2.557 -1.458 1.654 0.175
H 3.308 -0.643 0.286 0.154
H 2.317 0.581 2.868 0.206
H 3.538 1.378 1.868 0.204
H 1.388 2.292 1.241 0.198
H 1.967 1.300 -0.104 0.186
H 0.575 -0.582 1.123 0.202
H -0.206 0.465 -0.001 0.198
H -0.617 0.039 2.852 0.202
H -0.272 1.727 2.619 0.176
H -2.490 1.967 2.141 0.211
H -2.177 1.245 0.588 0.214
H -4.524 -3.264 1.762 0.164
H -3.800 -3.184 0.104 0.145
H -1.478 -2.602 -0.004 0.475
C -0.305 0.681 -3.476 -0.380
C 0.184 0.116 -4.586 0.315
C 0.781 0.942 -5.697 0.478
O 1.219 0.347 -6.666 -0.553
C 0.799 2.388 -5.556 -0.400
C 0.303 2.949 -4.445 0.333
C -0.275 2.122 -3.326 0.468
O -0.698 2.705 -2.348 -0.516
O 0.273 4.258 -4.230 -0.630
O 0.192 -1.194 -4.805 -0.627
H -0.737 0.105 -2.668 0.258
H 1.217 2.969 -6.365 0.239
H -0.135 4.373 -3.348 0.510
H 0.607 -1.318 -5.680 0.504
```

Computed properties:
LUMO energy, eV: 0.14
Kohn-Sham gap, Ha: 0.2138
Net charge: -1
E_HOMO, eV: -5.68
Molar mass, g/mol: 526.2
E_tot, a.u.: -1895.1379

Record 2
This record from OMol25 describes one molecule with the formula C5H10O2 at a distorted geometry. The level of theory is ωB97M-V/def2-TZVPD.

```
17
Properties=species:S:1:pos:R:3:nbo_charge:R:1
C 2.079 1.114 -0.420 -0.257
O 0.710 0.854 -0.131 -0.562
C 0.227 -0.477 -0.468 0.045
C 0.412 -1.264 0.820 -0.105
O -0.997 -1.359 1.063 -0.532
C -1.288 -0.688 -0.179 0.097
C -2.139 0.546 -0.023 -0.634
H 2.694 0.202 -0.454 0.170
H 2.146 1.627 -1.385 0.178
H 2.531 1.777 0.337 0.193
H 0.615 -0.794 -1.439 0.188
H 0.877 -0.421 1.356 0.198
H 0.937 -2.220 0.918 0.183
H -1.768 -1.414 -0.857 0.176
H -2.384 0.954 -1.010 0.212
H -3.071 0.307 0.499 0.221
H -1.588 1.298 0.542 0.228
```

Computed properties:
LUMO energy, eV: 1.04
SMILES: CO[C@H]1CO[C@H]1C
Energy relative to the best compared isomer or geometry (same formula, charge and spin), eV: 3.104
Kohn-Sham gap, Ha: 0.3913
Net charge: 0
E_HOMO, eV: -9.61
Molar mass, g/mol: 102.1
E_tot, a.u.: -346.9113

Record 3
This record from OMol25 describes C41H54BClI2N3O4P2Ti as an isolated structure at a distorted geometry. The level of theory is ωB97M-V/def2-TZVPD.

```
109
Properties=species:S:1:pos:R:3:mulliken_charge:R:1
Ti -1.751 -0.186 -0.358 -1.207
C 2.225 1.123 -3.048 -1.656
C 2.485 -0.299 -3.566 2.066
C 1.932 -0.391 -4.992 -1.847
C 4.004 -0.516 -3.582 -1.794
P 1.414 -1.398 -2.469 0.251
C 2.252 -1.160 -0.828 -1.636
N 1.656 -0.165 0.072 0.368
B 0.353 0.472 0.234 2.676
N 0.532 1.381 1.359 0.673
C -0.306 2.446 1.889 -1.614
P -1.211 3.442 0.599 -0.018
C -2.362 4.382 1.772 2.101
C -2.954 5.587 1.036 -2.167
C -3.523 3.421 2.062 -1.931
C -1.779 4.843 3.112 -1.900
C 0.101 4.641 -0.032 2.509
C 1.290 3.804 -0.521 -2.302
C -0.496 5.323 -1.272 -1.828
C 0.631 5.688 0.944 -1.970
C 1.804 1.209 1.887 0.382
C 2.411 1.781 2.996 -1.119
C 3.711 1.396 3.315 -0.876
C 4.387 0.462 2.542 -1.099
C 3.783 -0.111 1.426 -0.426
C 2.489 0.272 1.099 0.358
C 1.774 -3.218 -2.885 2.308
C 1.649 -4.070 -1.618 -2.189
C 0.629 -3.614 -3.831 -1.789
C 3.102 -3.567 -3.553 -2.074
H 2.702 1.839 -3.723 0.802
H 2.636 1.277 -2.047 0.212
H 1.159 1.350 -3.031 -0.135
H 2.447 0.332 -5.632 0.475
H 0.867 -0.149 -5.036 0.277
H 2.086 -1.382 -5.426 0.354
H 4.480 0.394 -3.960 0.485
H 4.302 -1.330 -4.237 0.416
H 4.424 -0.706 -2.592 0.180
H 3.283 -0.846 -1.002 0.394
H 2.306 -2.117 -0.305 0.711
H 0.324 3.113 2.478 0.560
H -1.056 2.037 2.576 0.354
H -3.372 5.295 0.070 0.432
H -2.219 6.374 0.868 0.368
H -3.763 6.012 1.638 0.516
H -4.018 3.107 1.144 0.313
H -4.260 3.924 2.696 0.646
H -3.194 2.525 2.597 0.173
H -1.008 5.602 2.996 0.277
H -1.361 4.017 3.689 0.273
H -2.584 5.278 3.714 0.554
H 0.962 2.986 -1.162 0.378
H 1.878 3.395 0.301 0.217
H 1.947 4.447 -1.115 0.795
H -0.807 4.584 -2.014 0.356
H 0.264 5.959 -1.735 0.525
H -1.357 5.949 -1.038 0.365
H 1.029 5.234 1.855 0.289
H -0.126 6.421 1.225 0.356
H 1.452 6.234 0.468 0.490
H 1.890 2.495 3.619 0.549
H 4.194 1.828 4.183 0.397
H 5.394 0.171 2.810 0.382
H 4.317 -0.844 0.837 0.553
H 0.813 -3.747 -0.999 0.187
H 2.560 -4.039 -1.016 0.330
H 1.483 -5.114 -1.904 0.626
H -0.340 -3.481 -3.347 0.216
H 0.733 -4.665 -4.121 0.516
H 0.623 -3.008 -4.738 0.334
H 3.959 -3.266 -2.948 0.329
H 3.195 -3.112 -4.538 0.324
H 3.154 -4.653 -3.689 0.525
O -5.239 0.570 1.361 -0.730
C -4.058 0.373 1.211 0.236
O -3.293 0.824 0.262 -0.846
C -3.280 -0.446 2.227 0.389
C -3.851 -0.770 3.470 -0.983
C -3.083 -1.436 4.374 -0.979
C -1.759 -1.800 4.039 1.169
C -0.911 -2.474 4.950 -0.791
C 0.362 -2.806 4.592 -1.039
C 0.836 -2.493 3.300 -0.318
C 0.038 -1.855 2.393 0.949
C -1.275 -1.475 2.751 -0.953
N -2.061 -0.777 1.867 1.435
H -4.870 -0.464 3.658 0.611
H -3.468 -1.692 5.355 0.425
H -1.293 -2.713 5.935 0.419
H 1.012 -3.310 5.294 0.417
H 1.850 -2.753 3.023 0.513
H 0.398 -1.629 1.402 -0.472
I -1.543 1.045 -2.632 -0.413
I -1.342 2.567 -6.133 -0.851
Cl -3.024 -8.478 -1.397 -0.228
C -2.762 -6.766 -1.237 0.457
C -3.560 -5.890 -1.956 -0.792
C -3.352 -4.529 -1.820 -0.380
C -2.340 -4.059 -0.990 -0.071
C -1.549 -4.951 -0.276 0.090
C -1.761 -6.314 -0.392 -1.137
C -2.139 -2.597 -0.853 1.378
O -3.063 -1.788 -1.102 -0.690
O -1.022 -2.132 -0.440 0.419
H -4.332 -6.274 -2.608 0.430
H -3.963 -3.817 -2.358 0.507
H -0.774 -4.570 0.377 0.484
H -1.160 -7.022 0.161 0.424
```

Computed properties:
LUMO energy, eV: 0.81
Energy relative to the best compared isomer or geometry (same formula, charge and spin), eV: 0.000
Kohn-Sham gap, Ha: 0.1604
Net charge: -1
E_HOMO, eV: -3.55
Molar mass, g/mol: 1062.8
E_tot, a.u.: -4672.9225

Record 4
This record from OMol25 describes a 2-piece molecular cluster, C7H11FN3O2S2 overall at a distorted geometry. The level of theory is ωB97M-V/def2-TZVPD.

```
26
Properties=species:S:1:pos:R:3:nbo_charge:R:1
C 0.904 1.252 0.996 -0.326
C -0.342 0.785 1.397 0.400
C 1.350 0.594 -0.108 -0.126
C -0.804 -0.233 0.649 -0.564
C -4.476 0.423 -1.616 0.281
C 3.937 -0.862 0.070 -0.432
C 2.539 0.960 -0.911 -0.253
N -4.935 0.415 -0.455 -0.043
N -2.375 -1.136 2.269 -0.986
N 3.452 -0.091 -1.043 -0.653
O -3.253 0.034 -1.899 -0.645
O -2.251 -2.027 -0.181 -0.857
F -1.102 1.353 2.358 -0.307
S 0.339 -0.744 -0.544 0.534
S -2.497 -0.830 0.592 1.638
H 1.282 2.246 1.230 0.259
H -5.275 0.406 -2.290 0.267
H 3.369 -0.516 0.995 0.197
H 3.639 -1.973 -0.090 0.191
H 5.090 -0.914 0.108 0.217
H 2.324 1.264 -1.987 0.233
H 3.102 1.787 -0.380 0.185
H -2.794 -0.332 2.722 0.407
H -2.598 -2.013 2.728 0.439
H -2.884 0.019 -2.880 0.560
H 4.256 0.132 -1.730 0.384
```

Computed properties:
LUMO energy (spin up / spin down), eV: -7.98 / -7.97
Kohn-Sham gap (spin up / spin down), Ha: 0.1088 / 0.1089
Net charge: +1
E_HOMO (spin up / spin down), eV: -10.93 / -10.93
Molar mass, g/mol: 252.3
E_tot, a.u.: -1483.7868

Repeat the fourth record exactly.
This record from OMol25 describes a 2-piece molecular cluster, C7H11FN3O2S2 overall at a distorted geometry. The level of theory is ωB97M-V/def2-TZVPD.

```
26
Properties=species:S:1:pos:R:3:nbo_charge:R:1
C 0.904 1.252 0.996 -0.326
C -0.342 0.785 1.397 0.400
C 1.350 0.594 -0.108 -0.126
C -0.804 -0.233 0.649 -0.564
C -4.476 0.423 -1.616 0.281
C 3.937 -0.862 0.070 -0.432
C 2.539 0.960 -0.911 -0.253
N -4.935 0.415 -0.455 -0.043
N -2.375 -1.136 2.269 -0.986
N 3.452 -0.091 -1.043 -0.653
O -3.253 0.034 -1.899 -0.645
O -2.251 -2.027 -0.181 -0.857
F -1.102 1.353 2.358 -0.307
S 0.339 -0.744 -0.544 0.534
S -2.497 -0.830 0.592 1.638
H 1.282 2.246 1.230 0.259
H -5.275 0.406 -2.290 0.267
H 3.369 -0.516 0.995 0.197
H 3.639 -1.973 -0.090 0.191
H 5.090 -0.914 0.108 0.217
H 2.324 1.264 -1.987 0.233
H 3.102 1.787 -0.380 0.185
H -2.794 -0.332 2.722 0.407
H -2.598 -2.013 2.728 0.439
H -2.884 0.019 -2.880 0.560
H 4.256 0.132 -1.730 0.384
```

Computed properties:
LUMO energy (spin up / spin down), eV: -7.98 / -7.97
Kohn-Sham gap (spin up / spin down), Ha: 0.1088 / 0.1089
Net charge: +1
E_HOMO (spin up / spin down), eV: -10.93 / -10.93
Molar mass, g/mol: 252.3
E_tot, a.u.: -1483.7868